1.
Below is a 6-piece molecular cluster, C16H31F6O21PS5 overall, with properties calculated with ωB97M-V/def2-TZVPD.

Atoms and positions in Å:
O (3.348, 1.260, 2.048)
C (2.449, 0.368, 1.334)
C (1.779, 1.207, 0.154)
P (-0.131, 1.388, 0.356)
C (-2.043, 1.480, 0.457)
C (-2.690, 0.585, 1.605)
C (-2.645, -0.969, 1.348)
F (-3.642, -1.428, 0.464)
F (-2.924, -1.595, 2.594)
F (-1.404, -1.471, 0.953)
C (3.279, -0.890, 0.769)
F (3.978, -0.560, -0.411)
F (2.382, -1.929, 0.524)
F (4.285, -1.258, 1.689)
H (3.004, 1.294, 2.962)
H (1.653, -0.044, 2.044)
H (2.202, 2.262, 0.228)
H (1.944, 0.761, -0.877)
H (-0.278, 0.242, -0.508)
H (-0.057, 1.260, 1.786)
H (-0.092, 2.688, -0.246)
H (-2.284, 2.571, 0.731)
H (-2.522, 1.328, -0.573)
H (-3.796, 0.872, 1.659)
H (-2.263, 0.883, 2.623)
O (-3.028, 1.189, -2.500)
S (-4.222, 0.912, -3.240)
O (-5.239, 1.891, -3.463)
O (-4.907, -0.415, -2.613)
C (-5.027, -1.417, -3.627)
C (-3.889, -1.146, -4.594)
O (-3.799, 0.278, -4.671)
H (-5.997, -1.295, -4.114)
H (-4.966, -2.413, -3.188)
H (-4.070, -1.574, -5.578)
H (-2.940, -1.524, -4.202)
O (-7.246, 3.997, 0.610)
S (-6.718, 2.703, 0.913)
O (-5.414, 2.510, 1.470)
O (-6.860, 1.776, -0.408)
C (-7.646, 0.622, -0.102)
C (-8.579, 1.058, 1.016)
O (-7.791, 1.918, 1.840)
H (-6.971, -0.170, 0.233)
H (-8.188, 0.287, -0.985)
H (-8.960, 0.216, 1.592)
H (-9.418, 1.641, 0.625)
O (-7.620, -2.164, -8.543)
S (-6.495, -1.495, -7.968)
O (-6.242, -1.477, -6.559)
O (-6.474, 0.027, -8.518)
C (-5.239, 0.279, -9.190)
C (-4.797, -1.070, -9.734)
O (-5.154, -2.011, -8.719)
H (-4.524, 0.663, -8.457)
H (-5.379, 1.016, -9.980)
H (-3.727, -1.108, -9.934)
H (-5.346, -1.329, -10.644)
O (8.659, -5.252, 3.100)
S (9.015, -3.882, 3.315)
O (10.366, -3.457, 3.516)
O (8.104, -3.307, 4.523)
C (7.349, -2.181, 4.061)
C (7.143, -2.421, 2.575)
O (8.371, -2.995, 2.121)
H (7.941, -1.276, 4.239)
H (6.406, -2.107, 4.602)
H (6.924, -1.503, 2.033)
H (6.345, -3.147, 2.399)
O (7.804, 0.360, 5.166)
S (8.453, 0.486, 6.438)
O (8.298, -0.477, 7.481)
O (8.118, 1.956, 7.032)
C (9.335, 2.668, 7.263)
C (10.322, 2.114, 6.249)
O (10.036, 0.716, 6.182)
H (9.662, 2.462, 8.286)
H (9.177, 3.740, 7.143)
H (11.357, 2.281, 6.541)
H (10.151, 2.542, 5.257)

Values from the calculation:
Spin multiplicity: 1
HOMO level: -8.3 eV
SMILES string: O[C@@H](C[PH3]CCC(F)(F)F)C(F)(F)F.O=S1(=O)OCCO1.O=S1(=O)OCCO1.O=S1(=O)OCCO1.O=S1(=O)OCCO1.O=S1(=O)OCCO1
Maximum force: 0.0545 Eh/bohr

2.
Below is C15H14O3ReS5Sb as an isolated structure, with properties calculated with ωB97M-V/def2-TZVPD.

Atoms and positions in Å:
Re (-1.072, 0.402, 1.369)
S (2.819, -0.475, 4.032)
Sb (0.755, -0.363, 4.641)
S (-0.461, 2.091, 2.339)
S (-0.482, -1.469, 2.618)
S (-0.826, 0.181, 5.981)
C (-4.663, -0.534, -0.599)
S (-3.123, -0.482, 0.212)
O (-2.290, 0.711, -0.259)
O (-3.233, -0.169, 1.661)
O (-2.299, -1.649, 0.013)
H (-5.184, 0.402, -0.416)
H (-5.209, -1.379, -0.179)
H (-4.470, -0.692, -1.658)
C (-0.284, 3.637, -3.492)
C (0.507, 2.602, -3.976)
C (0.892, 1.592, -3.121)
C (0.468, 1.578, -1.770)
C (-0.333, 2.645, -1.308)
C (-0.695, 3.663, -2.161)
C (0.944, 0.486, -0.991)
C (0.623, -0.041, 0.265)
C (1.432, -1.140, 0.685)
C (2.761, -1.373, 0.266)
C (3.480, -2.435, 0.748)
C (2.975, -3.348, 1.722)
C (1.721, -3.190, 2.181)
C (0.839, -2.174, 1.569)
H (-0.577, 4.441, -4.155)
H (0.830, 2.597, -5.007)
H (1.523, 0.792, -3.485)
H (-0.643, 2.693, -0.280)
H (-1.292, 4.487, -1.798)
H (1.681, -0.094, -1.541)
H (3.254, -0.664, -0.383)
H (4.500, -2.567, 0.407)
H (3.614, -4.137, 2.093)
H (1.295, -3.860, 2.918)
H (0.219, -2.762, 0.858)

Values from the calculation:
Spin multiplicity: 1
ΔE to the lowest compared entry with this formula, charge and spin: 31.09 kcal/mol
HOMO level: -14.5 eV
Maximum force: 0.0167 Eh/bohr
Net charge: +2

no.,orbital gap (hartree)
1,0.314
2,0.235